[1]
The following is a quantum chemistry calculation of a molecular structure, C26H27BF2NOPSSe3SiTeV in a non-equilibrium geometry, from OMol25.

- 2S+1 = 2
- energy relative to the best compared isomer or geometry (same formula, charge and spin) (eV) = 0.0938
- orbital gap (spin up / spin down) (eV) = 6.91 / 6.99
- net charge = 0
- calculated total energy (hartree) = -10807.1544
- E_LUMO (spin up / spin down) (eV) = -0.043 / 0.022
- HOMO energy (spin up / spin down) (eV) = -6.95 / -6.96

Last column: Löwdin spin population.
Atoms and positions in Å:
1 V 2.2310 -1.9722 -0.3819  1.1166
2 Se 3.0706 -3.9391 0.9162  0.0055
3 Se 3.6541 -2.0383 2.2230  -0.0166
4 Te 5.6097 -1.1226 0.8703  0.0167
5 Se 4.4326 -1.0566 -1.2877  -0.0191
6 C -3.8699 -0.9884 -3.9947  0.0000
7 Si -2.7301 -1.9506 -2.8422  -0.0004
8 C -3.1591 -1.5494 -1.0684  -0.0011
9 C -2.7255 -3.7738 -3.3254  -0.0002
10 C -0.9511 -1.2109 -3.0608  0.0002
11 C -0.4353 -0.3571 -4.0381  0.0001
12 C 0.8778 0.1533 -3.9883  -0.0005
13 C 1.7153 -0.1952 -2.9443  -0.0010
14 N 1.3237 -1.1541 -2.1015  -0.0044
15 C 0.0527 -1.6155 -2.0991  0.0019
16 S -0.1441 -2.8628 -0.8221  -0.0200
17 H -4.8303 -1.4770 -4.1355  0.0000
18 H -3.3486 -0.9303 -4.9826  0.0000
19 H -4.0710 0.0095 -3.6576  0.0000
20 H -2.8797 -2.3498 -0.3687  -0.0004
21 H -4.2709 -1.5183 -0.9897  -0.0002
22 H -2.7350 -0.5836 -0.7747  0.0000
23 H -3.6408 -3.9985 -3.8134  0.0000
24 H -2.6169 -4.3841 -2.4410  -0.0001
25 H -1.9432 -4.0369 -4.0477  0.0000
26 H -1.0511 -0.1077 -4.8335  0.0000
27 H 1.2896 0.7385 -4.7321  0.0000
28 H 2.7811 0.1649 -2.8273  -0.0006
29 O 1.3481 -0.2606 0.5553  0.0059
30 P 0.7080 0.8599 1.3584  0.0009
31 C 1.9864 2.0874 1.7387  -0.0001
32 C 3.2878 1.7879 1.4566  -0.0001
33 C 4.3178 2.6047 1.9391  -0.0001
34 C 3.9922 3.7627 2.6607  0.0000
35 C 2.6257 4.1401 2.8129  -0.0001
36 C 1.6455 3.2707 2.3770  0.0000
37 C 0.0992 0.1149 2.8230  0.0002
38 C -1.2951 -0.0276 3.1282  0.0000
39 C -1.6115 -0.6198 4.3364  0.0000
40 C -0.5958 -1.0314 5.1957  0.0000
41 C 0.7465 -0.8166 4.9169  0.0000
42 C 1.1017 -0.2077 3.7403  -0.0001
43 C -0.6604 1.7645 0.5716  0.0001
44 C -1.4510 2.6761 1.3168  0.0000
45 C -2.4041 3.3760 0.5899  0.0000
46 C -2.6114 3.1201 -0.7768  0.0000
47 C -1.8327 2.2251 -1.4737  0.0000
48 C -0.8755 1.5297 -0.7630  0.0001
49 H 3.5804 0.9603 0.8792  -0.0002
50 H 5.3422 2.3161 1.9176  -0.0001
51 H 4.7787 4.3678 3.1266  0.0000
52 H 2.4231 5.0964 3.2773  0.0000
53 H 0.6045 3.4632 2.6342  0.0000
54 H -2.0798 0.3210 2.4405  0.0000
55 H -2.6499 -0.9924 4.5312  0.0000
56 H -0.8079 -1.5249 6.1301  0.0000
57 H 1.5556 -1.0735 5.6438  0.0000
58 H 2.1279 0.0166 3.5114  -0.0001
59 H -1.3483 2.8384 2.4091  0.0000
60 H -2.9382 4.1519 1.0776  0.0000
61 H -3.2769 3.6915 -1.3920  0.0000
62 H -1.9545 2.0462 -2.5677  0.0000
63 H -0.3093 0.7798 -1.3102  0.0000
64 F 1.7695 -3.8584 -2.8538  -0.0161
65 B 1.5248 -3.7802 -1.4554  -0.0574
66 F 1.5011 -5.0698 -0.9547  -0.0092

[2]
The following is a quantum chemistry calculation of a molecular structure, C17H14BCl4F9N2O4S in a non-equilibrium geometry, from OMol25.

- 2S+1 = 1
- orbital gap (eV) = 7.13
- net charge = 0
- calculated total energy (hartree) = -4228.9195
- E_LUMO (eV) = -1.428
- HOMO energy (eV) = -8.56

Last column: Löwdin charge in e.
Atoms and positions in Å:
1 C -1.7230 3.2646 1.9663  -0.0354
2 B -2.6666 2.0206 1.5306  -0.4042
3 O -4.0674 2.1018 1.9487  0.0435
4 C -2.1810 0.7303 0.6350  0.0322
5 C -2.4169 -0.7291 1.2572  -0.0517
6 C -3.0676 -0.8560 2.7339  -0.1083
7 C -2.0039 -0.4607 3.9045  -0.1781
8 O -0.9106 -1.0706 4.0064  0.0061
9 C -2.0206 -2.0487 0.4989  -0.0082
10 C -2.2207 -3.4906 1.1625  -0.1483
11 O -2.1525 -4.6045 0.2333  -0.1877
12 O -0.8784 -5.1116 0.3107  -0.0626
13 C -1.3882 -1.9449 -0.9343  -0.1951
14 N -0.9251 -2.9519 -1.8643  -0.2224
15 S -0.3527 -2.0278 -3.2039  0.8695
16 N -0.5808 -0.3533 -2.8240  -0.2189
17 C -1.1764 -0.4920 -1.5016  -0.2320
18 C -1.5163 0.8889 -0.7846  -0.0588
19 C -1.2463 2.3024 -1.4648  -0.1341
20 C 0.2941 2.6465 -1.7650  -0.0737
21 C 1.3441 2.1060 -0.6912  -0.2572
22 F 0.8659 2.1986 0.6743  0.0309
23 F 1.5984 0.7185 -0.9287  0.0515
24 C 2.7406 2.9563 -0.6894  -0.1800
25 F 2.6816 3.9146 0.3860  0.0708
26 F 2.8596 3.7670 -1.8825  0.0499
27 C 4.0570 2.0408 -0.6532  -0.1700
28 F 4.2429 1.2763 -1.8586  0.0842
29 F 5.1744 2.9599 -0.6400  0.0607
30 C 4.2299 1.1228 0.6579  -0.2957
31 F 3.4615 1.5216 1.7693  0.1213
32 F 5.6062 1.2369 1.0658  0.0741
33 F 4.0556 -0.2309 0.2785  0.1000
34 H -0.7352 2.9745 2.4614  0.0716
35 H -1.5521 3.9582 1.0526  0.0751
36 H -2.3006 3.9234 2.7281  0.0819
37 H -4.5609 1.5211 1.3253  0.0995
38 H -4.0503 -0.2510 2.8292  0.1129
39 H -3.3741 -1.9463 2.9825  0.1103
40 H -2.3644 0.3695 4.6273  0.1382
41 H -3.2279 -3.5877 1.7299  0.1324
42 H -1.3619 -3.6238 1.9252  0.1482
43 H -0.9537 -5.8364 0.9834  0.1253
44 H -1.7000 3.1982 -0.9164  0.1043
45 H -1.7774 2.2712 -2.4966  0.1336
46 H 0.3610 3.8021 -1.8387  0.1425
47 H 0.6240 2.2613 -2.7967  0.1374
48 C 3.4514 -4.4874 -3.5859  -2.0111
49 Cl 3.9666 -3.6988 -5.0931  0.5146
50 Cl 3.4024 -6.2479 -3.8254  0.5145
51 Cl 4.6030 -4.0976 -2.2901  0.5176
52 Cl 1.8337 -3.9044 -3.1354  0.4788

[3]
The following is a quantum chemistry calculation of a molecular structure, C41H61Cl2GeN3O2Si3W, from OMol25.

- 2S+1 = 2
- energy relative to the best compared isomer or geometry (same formula, charge and spin) (eV) = 0.1818
- orbital gap (spin up / spin down) (eV) = 3.64 / 3.95
- net charge = +3
- calculated total energy (hartree) = -5845.7725
- E_LUMO (spin up / spin down) (eV) = -10.168 / -9.855
- HOMO energy (spin up / spin down) (eV) = -13.80 / -13.80

Last column: Löwdin spin population.
Atoms and positions in Å:
1 W -0.2329 -1.1338 -0.2442  1.0225
2 C -0.8800 4.7397 3.6387  0.0001
3 C 0.3346 3.8060 3.7888  0.0003
4 C 0.3520 3.2008 5.2047  0.0002
5 C 1.6159 4.6078 3.5678  0.0000
6 C 0.1927 2.6681 2.7989  0.0022
7 C -0.9443 1.8485 2.8177  0.0005
8 C -1.0698 0.8143 1.9291  0.0113
9 N -0.1156 0.5458 1.0101  0.0101
10 C 0.9854 1.3332 0.9498  0.0030
11 C 1.1575 2.3808 1.8289  0.0008
12 C 1.8932 1.0092 -0.1618  0.0030
13 C 2.9651 1.7809 -0.5361  -0.0002
14 C 3.7015 1.4834 -1.6935  0.0013
15 C 3.2661 0.3914 -2.4411  0.0004
16 C 2.1934 -0.3592 -2.0147  0.0098
17 N 1.5225 -0.0851 -0.8824  0.0124
18 C 4.8762 2.3534 -2.0944  0.0002
19 C 5.5613 1.8397 -3.3599  0.0000
20 C 5.8913 2.3679 -0.9390  0.0001
21 C 4.3505 3.7786 -2.3457  0.0001
22 H -0.7713 5.5737 4.3312  0.0000
23 H -1.8192 4.2399 3.8757  0.0000
24 H -0.9482 5.1482 2.6292  0.0000
25 H 0.4433 4.0052 5.9341  0.0000
26 H 1.2013 2.5283 5.3398  0.0000
27 H -0.5662 2.6571 5.4297  0.0000
28 H 1.6587 5.4164 4.2958  0.0000
29 H 1.6471 5.0673 2.5773  0.0000
30 H 2.5130 4.0012 3.7117  0.0000
31 H -1.7448 2.0220 3.5224  0.0000
32 H -1.9482 0.1854 1.9097  0.0018
33 H 2.0408 2.9964 1.7570  0.0001
34 H 3.2297 2.6495 0.0484  0.0001
35 H 3.7527 0.1138 -3.3642  0.0000
36 H 1.8499 -1.2044 -2.5940  0.0017
37 H 5.9492 0.8269 -3.2339  0.0000
38 H 6.4088 2.4829 -3.5916  0.0000
39 H 4.8960 1.8619 -4.2250  0.0000
40 H 6.2711 1.3667 -0.7285  0.0000
41 H 5.4724 2.7828 -0.0208  0.0000
42 H 6.7380 2.9938 -1.2191  0.0000
43 H 3.6049 3.7944 -3.1420  0.0000
44 H 5.1820 4.4127 -2.6521  0.0000
45 H 3.9139 4.2232 -1.4499  0.0000
46 C 0.9360 -3.6341 -2.3223  0.0099
47 Si 1.7778 -3.8088 -0.6512  -0.0211
48 C 1.6825 -5.6079 -0.1908  -0.0088
49 C 3.5372 -3.1874 -0.5707  -0.0054
50 Ge 0.8699 -2.4928 1.3735  -0.0627
51 Si 1.8187 -3.1644 3.5678  -0.0099
52 C 0.5112 -2.6278 4.7765  -0.0026
53 C 2.2129 -4.9743 3.5831  -0.0014
54 C 3.3238 -2.0675 3.5686  -0.0022
55 Si -1.7116 -3.2912 1.0669  -0.0113
56 C -2.8951 -2.3471 2.1438  0.0010
57 C -1.1214 -4.8226 1.9583  -0.0125
58 C -2.4106 -3.7641 -0.6100  0.0091
59 H 1.6656 -3.9610 -3.0717  0.0010
60 H 0.5526 -2.6746 -2.6638  0.0020
61 H 0.1009 -4.3360 -2.3713  0.0005
62 H 2.3862 -6.0985 -0.8743  -0.0016
63 H 0.7008 -6.0403 -0.3845  0.0001
64 H 1.9912 -5.8516 0.8238  -0.0001
65 H 4.0695 -3.5593 -1.4518  -0.0009
66 H 4.0505 -3.5888 0.3054  0.0000
67 H 3.6400 -2.1028 -0.5521  -0.0002
68 H -0.3745 -3.2630 4.7582  0.0000
69 H 0.2039 -1.5919 4.6211  -0.0002
70 H 0.9328 -2.6948 5.7840  -0.0004
71 H 1.3686 -5.6201 3.3457  0.0000
72 H 2.5265 -5.2197 4.6035  -0.0003
73 H 3.0481 -5.2190 2.9258  0.0000
74 H 3.0939 -1.0255 3.3378  -0.0004
75 H 4.0906 -2.4195 2.8770  0.0000
76 H 3.7588 -2.0849 4.5726  -0.0003
77 H -2.4488 -2.0131 3.0819  -0.0002
78 H -3.6957 -3.0491 2.4033  -0.0001
79 H -3.3633 -1.5041 1.6375  0.0000
80 H -0.8564 -4.6547 3.0007  -0.0001
81 H -0.3232 -5.3735 1.4656  -0.0006
82 H -2.0142 -5.4607 1.9518  -0.0022
83 H -2.0035 -3.2968 -1.5056  0.0011
84 H -3.4813 -3.5424 -0.5838  0.0004
85 H -2.2936 -4.8431 -0.7374  0.0009
86 Cl -5.2554 0.2758 -6.3656  0.0000
87 C -6.0051 0.1942 -4.8047  0.0000
88 C -6.9896 -0.7479 -4.5793  0.0000
89 C -7.5802 -0.8335 -3.3276  0.0000
90 C -7.1932 0.0359 -2.3241  0.0000
91 C -6.2256 0.9988 -2.5732  -0.0001
92 Cl -5.8487 2.1172 -1.2960  0.0000
93 C -5.5910 1.0996 -3.8152  0.0000
94 N -4.6239 2.0552 -4.1319  0.0000
95 C -3.6203 2.5728 -3.3136  0.0003
96 C -3.3294 3.9364 -3.3709  0.0001
97 C -2.3105 4.4825 -2.6153  0.0000
98 C -1.5670 3.6754 -1.7647  0.0000
99 C -1.8397 2.3186 -1.7144  0.0004
100 C -2.8436 1.7501 -2.4898  0.0014
101 C -3.0926 0.2494 -2.5416  0.0016
102 C -2.1044 -0.4888 -1.7492  0.0154
103 O -1.0264 -1.0028 -2.2055  0.0103
104 O -2.2126 -0.6273 -0.4498  0.0085
105 H -7.2858 -1.4051 -5.3848  0.0000
106 H -8.3556 -1.5639 -3.1447  0.0000
107 H -7.6621 0.0110 -1.3503  0.0000
108 H -4.6982 2.4545 -5.0546  0.0000
109 H -3.9347 4.5692 -4.0074  0.0000
110 H -2.1120 5.5440 -2.6749  0.0000
111 H -0.7821 4.1012 -1.1529  0.0000
112 H -1.2447 1.7037 -1.0460  0.0002
113 H -3.0392 -0.1004 -3.5757  -0.0002
114 H -4.0753 -0.0139 -2.1323  -0.0001

[4]
The following is a quantum chemistry calculation of 2 unconnected molecules or ions with the total composition C2H6N2S in a non-equilibrium geometry, from OMol25.

- 2S+1 = 1
- energy relative to the best compared isomer or geometry (same formula, charge and spin) (eV) = 3.9336
- orbital gap (eV) = 9.39
- net charge = 0
- calculated total energy (hartree) = -587.3595
- E_LUMO (eV) = 0.678
- HOMO energy (eV) = -8.71

Last column: Löwdin charge in e.
Atoms and positions in Å:
1 C -2.2384 0.7556 0.0873  -0.3255
2 C 1.5269 0.3521 -0.3052  -0.5024
3 H -2.1465 1.2348 1.1560  0.0751
4 H -1.7994 1.5100 -0.4622  -0.0289
5 H -3.2374 0.4642 0.0464  -0.0021
6 H 0.9903 -1.1717 0.9360  0.2346
7 H 1.0734 1.0416 -1.2161  0.1555
8 H 3.4938 0.7782 -0.1322  0.1175
9 N 0.4068 -0.0199 0.4350  -0.4832
10 N 2.6676 0.0412 0.1315  0.0253
11 S -0.9767 -0.6658 -0.1866  0.7342

[5]
The following is a quantum chemistry calculation of a molecular structure, C9H13AlIN2O2S in a non-equilibrium geometry, from OMol25.

- 2S+1 = 1
- orbital gap (eV) = 2.16
- net charge = +3
- calculated total energy (hartree) = -1547.5327
- E_LUMO (eV) = -17.462
- HOMO energy (eV) = -19.63

Last column: Löwdin charge in e.
Atoms and positions in Å:
1 C -2.0074 0.6521 -0.5518  -0.0296
2 C -0.9017 -0.3382 -1.0477  -0.6400
3 S -0.8854 -0.1827 -2.9012  1.0580
4 C -1.2121 -1.7816 -0.7744  -0.2135
5 N -1.3482 -2.8858 -0.5779  0.2898
6 C 0.5666 -0.0146 -0.5642  -0.3411
7 C 1.5276 -0.8183 -1.4895  -0.2737
8 N 2.1546 -1.4710 -2.1691  0.1729
9 C 0.9170 -0.5111 0.8945  -0.0782
10 C -0.0894 -0.1110 2.0247  -0.2259
11 C -0.9943 -1.3486 2.4545  -0.5110
12 I -1.8791 -1.0395 4.4137  1.5051
13 C 0.9604 1.4968 -0.7931  -0.1157
14 O 2.3846 1.5356 -0.8272  -0.1623
15 O 2.8877 2.5265 -0.0119  0.1024
16 H -1.6539 1.6824 -0.3975  0.1063
17 H -2.8958 0.6005 -1.2048  0.1073
18 H -2.3573 0.2903 0.4350  0.0899
19 H -2.1896 -0.4783 -3.2066  0.0045
20 H 1.1309 -1.5955 0.8775  0.1466
21 H 1.8804 -0.0273 1.1534  0.1433
22 H 0.5234 0.1197 2.9191  0.1128
23 H -0.6751 0.7989 1.8242  0.1111
24 H -0.3758 -2.2589 2.5254  0.0815
25 H -1.8574 -1.5047 1.7793  0.0549
26 H 0.5475 2.1755 -0.0304  0.1571
27 H 0.6103 1.8402 -1.8042  0.1460
28 H 2.5526 2.4053 0.8995  0.1413
29 Al 2.6790 0.2435 -3.8494  1.0601